Computed, not measured: a molecular structure, C21H34AsBrF3N4SSi2Zn, with the ωB97M-V functional and the def2-TZVPD basis.

## Properties
2S+1: 1
DFT total energy in eV: -242331.270
Total charge: +1

```
68
Properties=species:S:1:pos:R:3:forces:R:3
Zn -0.0966 0.3884 -0.1670 -0.0298 -0.3602 0.0851
Br 2.3489 2.1418 1.1366 0.0871 0.0049 -0.0169
C 2.8790 0.8972 -0.1791 -0.1377 -0.0600 0.1017
C 4.1590 0.9565 -0.6932 0.0861 -0.0061 -0.0272
C 4.5167 0.0140 -1.6422 0.0668 0.0245 -0.0088
C 3.5989 -0.9522 -2.0242 -0.0168 -0.0331 0.0205
C 2.3444 -0.9376 -1.4506 0.0511 0.1215 0.0083
N 1.9782 -0.0146 -0.5431 -0.0617 0.1106 -0.1852
H 4.8465 1.7183 -0.3569 -0.0124 -0.0047 0.0012
H 5.5097 0.0328 -2.0726 -0.0202 0.0025 0.0029
H 3.8480 -1.7063 -2.7569 -0.0070 -0.0029 0.0192
H 1.5922 -1.6767 -1.6930 -0.0115 0.0512 -0.0302
S -0.4517 -2.2950 -0.1608 -0.0188 0.0074 0.1438
C -1.4028 -3.4491 -0.9900 -0.0551 -0.0188 -0.1131
N -2.0887 -3.1685 -2.0929 -0.0159 -0.0181 -0.0527
C -2.9445 -4.1137 -2.8078 -0.0426 -0.0148 0.0073
C -3.4101 -5.1971 -1.8543 0.0024 0.0150 0.0398
C -2.2015 -5.7801 -1.1460 -0.0085 0.0579 0.0214
N -1.4601 -4.6933 -0.5089 0.0313 -0.0374 0.0200
H -2.0167 -2.2266 -2.4360 -0.0438 0.0588 -0.0013
H -2.3974 -4.5515 -3.6456 0.0313 0.0099 -0.0164
H -3.7921 -3.5640 -3.2140 0.0122 0.0448 0.0063
H -3.9395 -5.9753 -2.4010 -0.0011 0.0038 -0.0036
H -4.0920 -4.7711 -1.1161 -0.0245 -0.0153 -0.0162
H -1.5593 -6.3062 -1.8560 0.0292 -0.0198 -0.0032
H -2.5015 -6.4870 -0.3761 0.0161 0.0026 0.0428
H -0.9299 -4.8646 0.3289 -0.0002 -0.0034 -0.0040
F 0.1648 1.0239 6.6730 0.0182 0.1265 0.0367
C 0.0282 -0.2056 6.1656 -0.0081 -0.0145 -0.0622
F 1.0410 -0.9506 6.6130 0.0845 -0.0636 0.0273
F -1.1074 -0.7187 6.6513 -0.1104 -0.0544 0.0315
C -0.0117 -0.1564 4.6560 -0.0100 0.0240 0.0088
C 0.9172 -0.8398 3.8932 0.0146 -0.0356 0.0263
C 0.8312 -0.7386 2.5182 -0.0702 -0.0167 -0.0276
N -0.1050 -0.0065 1.9119 0.0362 0.1252 0.0279
C -1.0077 0.6441 2.6540 0.0125 -0.0507 0.0129
C -0.9980 0.5927 4.0337 0.0000 -0.0250 0.0393
H 1.6920 -1.4346 4.3547 -0.0070 0.0048 -0.0175
H 1.5279 -1.2636 1.8759 -0.0010 0.0473 0.0083
H -1.7492 1.2227 2.1162 0.0359 0.0181 -0.0301
H -1.7408 1.1285 4.6092 0.0123 0.0032 -0.0268
C 0.9643 4.5155 -1.1991 0.0590 0.0118 0.0943
Si -0.3725 3.6577 -2.1806 -0.1394 -0.0097 0.0885
C 0.4090 2.9577 -3.7286 0.0387 -0.0585 -0.0777
C -1.6809 4.9162 -2.6156 -0.0603 0.0536 -0.0595
As -1.5770 2.1128 -0.8508 0.1498 -0.0592 -0.1571
Si -2.5673 0.8406 -2.5592 -0.0489 -0.0240 0.1748
C -1.3394 -0.2122 -3.5274 0.0044 -0.0652 -0.0767
C -3.5192 1.8829 -3.7794 0.0092 0.1365 -0.0313
C -3.7830 -0.2545 -1.6374 -0.0521 -0.0821 -0.0231
H 1.2312 5.4498 -1.7020 -0.0075 -0.0298 0.0114
H 1.8676 3.9082 -1.1229 -0.0134 0.0380 -0.0010
H 0.6300 4.7600 -0.1882 0.0331 0.0099 -0.0349
H 0.9311 3.7555 -4.2659 -0.0158 -0.0306 0.0211
H -0.3330 2.5316 -4.4066 0.0455 0.0375 -0.0088
H 1.1400 2.1811 -3.4849 -0.0216 0.0110 -0.0343
H -1.2679 5.7359 -3.2103 -0.0023 -0.0333 0.0162
H -2.0998 5.3373 -1.6987 -0.0034 0.0199 -0.0356
H -2.5015 4.4666 -3.1781 0.0208 0.0498 0.0192
H -0.6024 0.4246 -4.0180 -0.0126 -0.0358 0.0003
H -1.8323 -0.7977 -4.3137 0.0089 0.0187 0.0602
H -0.7826 -0.8916 -2.8745 0.0807 0.0748 -0.0375
H -2.8580 2.5012 -4.3913 -0.0482 -0.0273 0.0023
H -4.2157 2.5457 -3.2605 0.0091 -0.0202 -0.0404
H -4.0973 1.2432 -4.4524 0.0239 0.0113 0.0229
H -3.2740 -0.9184 -0.9338 -0.0176 0.0005 0.0229
H -4.4083 -0.8586 -2.3044 0.0590 0.0162 0.0161
H -4.4484 0.3842 -1.0517 -0.0125 -0.0231 -0.0287
```
Forces are in eV/Å.

=====

Computed, not measured: 3 unconnected molecules or ions with the total composition C31H23BF3O6P, with the ωB97M-V functional and the def2-TZVPD basis.

## Properties
2S+1: 1
DFT total energy in eV: -62923.336
Total charge: 0

```
65
Properties=species:S:1:pos:R:3:forces:R:3
O -0.7657 -0.4470 3.6499 0.0037 0.0107 -0.0199
C 0.0997 0.0885 2.9891 -0.0718 -0.0130 0.0120
C 0.3690 1.5488 3.1033 0.0267 -0.0219 -0.0003
C -0.3555 2.3061 4.0158 -0.0074 0.0772 0.0260
C -0.1074 3.6637 4.1395 0.0152 -0.0189 -0.0176
C 0.8701 4.2717 3.3585 0.0026 -0.0491 0.0431
C 1.5923 3.5179 2.4496 -0.0436 0.1618 0.0163
C 1.3392 2.1619 2.3097 0.0233 -0.0560 -0.0473
C 2.1020 1.3975 1.2834 -0.0052 0.0162 -0.0395
O 2.8852 1.9548 0.5403 -0.0042 0.0221 -0.0230
C 1.8585 -0.0691 1.1931 -0.0088 0.0183 0.0344
C 2.5783 -0.8202 0.2730 0.0129 -0.0801 -0.0307
C 2.3718 -2.1878 0.1840 -0.0131 0.0166 -0.0002
C 1.4471 -2.8099 1.0143 0.0237 0.0255 0.0056
C 0.7236 -2.0642 1.9310 0.0888 -0.1443 -0.0210
C 0.9218 -0.6938 2.0216 -0.0013 0.0534 -0.0076
H -1.1094 1.8212 4.6205 0.0101 -0.0455 -0.0138
H -0.6744 4.2514 4.8490 -0.0010 0.0035 0.0016
H 1.0691 5.3299 3.4621 -0.0055 0.0031 -0.0034
H 2.3587 3.9683 1.8350 0.0074 0.0158 0.0235
H 3.2967 -0.3238 -0.3647 -0.0044 0.0436 0.0196
H 2.9327 -2.7714 -0.5339 0.0017 -0.0039 -0.0001
H 1.2845 -3.8772 0.9416 0.0022 -0.0033 0.0009
H 0.0004 -2.5397 2.5781 -0.0198 0.0519 0.0332
O -5.4300 -5.5048 1.5661 0.0012 0.0040 -0.0121
C -4.8870 -5.3929 0.4880 -0.0205 -0.0094 0.0504
C -5.2336 -6.2961 -0.6472 0.0190 0.0381 -0.0244
C -6.2149 -7.2622 -0.4624 -0.0482 -0.0633 -0.0332
C -6.5642 -8.1004 -1.5073 0.0149 0.0102 -0.0031
C -5.9354 -7.9778 -2.7418 0.0026 0.0138 0.0144
C -4.9525 -7.0212 -2.9297 -0.0417 -0.0732 -0.0264
C -4.5968 -6.1782 -1.8840 0.0092 0.0142 0.0433
C -3.5266 -5.1640 -2.1059 0.0290 -0.0011 -0.0453
O -2.9428 -5.0900 -3.1663 -0.0100 0.0051 0.0086
C -3.1992 -4.2442 -0.9793 -0.0408 -0.0142 0.0074
C -2.2312 -3.2651 -1.1692 0.0700 0.0504 0.0275
C -1.9147 -2.3963 -0.1393 -0.0596 0.0130 -0.0124
C -2.5695 -2.4926 1.0854 -0.0287 0.0150 -0.0329
C -3.5364 -3.4647 1.2774 0.0525 0.0501 0.0507
C -3.8522 -4.3462 0.2499 0.0032 -0.0193 -0.0289
H -6.6964 -7.3442 0.5022 0.0237 0.0409 0.0209
H -7.3292 -8.8517 -1.3621 -0.0045 -0.0012 -0.0038
H -6.2138 -8.6312 -3.5581 0.0000 -0.0071 0.0011
H -4.4515 -6.9174 -3.8822 0.0318 0.0382 0.0151
H -1.7337 -3.1973 -2.1270 -0.0289 -0.0364 -0.0226
H -1.1573 -1.6382 -0.2912 0.0020 0.0143 0.0099
H -2.3274 -1.8084 1.8895 0.0178 0.0005 0.0006
H -4.0545 -3.5521 2.2226 -0.0253 -0.0436 -0.0124
O 6.1400 8.4384 -1.0184 0.1379 -0.2286 -0.1515
P 6.8911 7.2234 -1.4615 -0.3468 0.5494 0.3036
B 5.7108 5.7204 -1.7511 -0.1330 -0.2606 0.2589
C 4.5051 5.8090 -2.7508 0.1822 -0.0099 -0.3043
C 3.1894 5.8111 -1.9546 -0.0058 -0.0931 0.0386
O 3.4843 5.7478 -0.5571 -0.1310 -0.1364 -0.1356
C 2.2904 7.0564 -2.2070 -0.1863 0.2027 0.0034
F 1.0115 6.6580 -2.4393 0.2907 0.0351 0.0676
F 2.2552 7.8892 -1.1663 0.0877 -0.1575 -0.1974
F 2.6653 7.7732 -3.2852 -0.1033 -0.2298 0.1864
H 7.8892 6.8018 -0.5575 0.0878 -0.0436 -0.0806
H 7.6564 7.3879 -2.6424 0.0577 -0.1417 -0.0313
H 5.9186 4.7209 -1.1403 0.0596 -0.0257 -0.0730
H 4.5813 6.6584 -3.4295 -0.1111 -0.0303 0.0796
H 4.5571 4.8958 -3.3646 -0.0945 0.1940 0.0554
H 2.5686 4.9540 -2.2396 0.1138 0.1851 0.0339
H 3.1481 4.9139 -0.2068 0.0938 0.0681 -0.0378
```
Forces are in eV/Å.

=====

Computed, not measured: 5 unconnected molecules or ions with the total composition C6H24N2O4, with the ωB97M-V functional and the def2-TZVPD basis.

## Properties
2S+1: 1
DFT total energy in eV: -17780.135
Total charge: 0

```
36
Properties=species:S:1:pos:R:3:forces:R:3
C 0.5982 -2.9700 1.1578 0.4474 -1.0570 -0.6868
C 0.1522 -1.8668 2.0685 1.3785 0.8788 2.8021
N 0.6720 -0.5029 1.6970 -1.6206 -1.0563 -0.7250
C -0.0493 -0.1140 0.4913 -0.5591 1.8811 -1.7468
C 0.3089 1.3953 0.1025 0.5814 -2.1559 0.4197
N 0.2770 1.5865 -1.3351 1.0156 -0.3973 -0.0435
C -0.5689 2.3310 0.9112 0.6427 0.1442 2.2415
C 0.3510 3.4350 1.4735 -0.6544 -0.1721 1.6837
H 1.2364 -2.5229 0.3631 -0.4132 -0.6555 0.3016
H 1.1716 -3.7677 1.6734 -0.0152 0.7438 -0.1292
H -0.2100 -3.5517 0.7149 -0.1705 0.3306 -0.3798
H 0.5378 -2.0718 3.1006 0.1952 0.1810 -0.7738
H -0.8931 -1.7958 2.3511 -0.4696 0.1096 -0.8954
H 1.6068 -0.6357 1.3295 0.3785 -0.1444 0.5793
H -1.1452 -0.0286 0.6441 0.5913 -0.5303 0.4510
H 0.1405 -0.7538 -0.4112 -0.1117 0.2788 0.6593
H 1.3819 1.3865 0.5088 -1.2353 0.8958 -0.8336
H -0.5623 1.2904 -1.7952 -0.4588 0.1286 0.1008
H 0.6061 2.4732 -1.6890 -0.2137 0.0318 0.2299
H -1.4125 2.7838 0.4378 -0.3371 0.1298 -1.2208
H -1.0727 1.7531 1.7375 0.8239 0.5754 -0.3651
H -0.1785 4.2594 1.9996 0.1486 -0.3947 -0.6130
H 0.9890 2.9910 2.2670 -0.1101 0.1739 -0.6139
H 0.9842 3.8301 0.6958 0.2013 0.2976 -0.2552
O -2.9299 -1.3706 -0.5350 -0.5055 1.2593 0.4952
H -2.1483 -1.1485 -0.0034 -0.2223 -0.3123 -0.1639
H -3.2987 -0.4777 -0.7131 0.0917 -0.8603 0.1146
O -0.6759 -0.1548 -4.2519 -0.1921 0.0365 -0.0195
H -0.9146 -0.9991 -3.8379 0.2185 0.1172 -0.0126
H -0.1957 0.3100 -3.5614 0.2311 -0.0657 -0.0183
O -1.5659 -2.2250 -2.5716 -0.9536 -0.0399 0.0577
H -1.6353 -2.5931 -1.6841 0.6266 -0.2982 -0.0493
H -2.4488 -1.8052 -2.5366 0.6036 -0.0649 -0.5084
O 3.9715 0.3609 -0.2512 0.3765 -0.3211 0.1896
H 3.7375 1.1648 -0.7195 -0.3511 -0.0194 0.0232
H 3.1830 0.0047 0.1710 0.0416 0.3516 -0.2955
```
Forces are in eV/Å.

=====

Computed, not measured: C3H3Br in the gas phase, with the ωB97M-V functional and the def2-TZVPD basis.

## Properties
2S+1: 1
DFT total energy in eV: -73198.825
Total charge: 0

```
7
Properties=species:S:1:pos:R:3:forces:R:3
Br 0.5412 -2.5410 0.2308 -0.0861 1.0006 0.5158
C 0.1538 -0.7024 0.3683 -0.7747 0.0613 -2.2393
C -0.5863 0.3083 0.6985 0.7208 -0.4085 0.9276
C 0.1269 0.5193 -0.5858 3.1900 0.0341 0.4840
H -1.0820 0.7791 1.5158 -0.6070 0.2212 0.0591
H -0.2723 0.5528 -1.5768 -1.1548 -0.4277 -0.2855
H 1.1188 1.0838 -0.6507 -1.2882 -0.4811 0.5382
```
Forces are in eV/Å.

=====

Computed, not measured: 2 unconnected molecules or ions with the total composition C5H15N2O, with the ωB97M-V functional and the def2-TZVPD basis.

## Properties
2S+1: 1
DFT total energy in eV: -10449.107
Total charge: +1

```
23
Properties=species:S:1:pos:R:3:forces:R:3
C 2.6619 1.6273 1.0321 -1.2165 0.0042 -1.3180
C 1.2752 0.9929 0.7843 0.4522 0.0990 -0.4659
C 1.4723 -0.3883 0.1631 0.0500 -0.3760 0.4518
C 0.1848 -1.1465 0.0547 0.3043 -0.0049 -0.3591
C -0.5222 -1.1801 -1.0540 0.0995 -0.4968 0.1649
N -1.7106 -2.0820 -1.1580 1.1618 0.8099 0.0196
N 0.4087 1.7795 -0.0669 -0.7355 0.4318 0.0572
H 3.2342 1.4375 0.1255 0.4244 -0.2749 0.0740
H 2.5635 2.7143 1.0070 0.1072 -0.0763 0.8641
H 3.1116 1.1731 1.8903 0.5812 0.2287 0.5240
H 0.7282 0.8039 1.7123 0.1218 0.3339 0.1833
H 1.9886 -0.3863 -0.7988 -0.1465 0.4226 -0.1014
H 2.1595 -0.9066 0.8367 -0.1479 -0.2778 -0.0409
H -0.1737 -1.6819 0.9199 -0.0078 -0.2102 0.2773
H -0.2989 -0.6501 -1.9549 0.0255 0.1671 -0.3334
H -1.5518 -2.8185 -0.4801 -0.4491 -0.2864 0.1506
H -2.5440 -1.5317 -0.9359 -0.3216 -0.0139 0.1124
H -1.7075 -2.4833 -2.0932 -0.4422 -0.1020 0.0100
H 0.7826 1.9686 -0.9859 0.3541 -0.1437 -0.0882
H 0.2329 2.6898 0.3449 -0.0401 -0.0820 0.0299
H -3.7979 0.4576 -0.0869 0.1356 0.0076 0.1587
H -2.6843 0.6525 0.9444 0.1686 -0.0002 -0.0616
O -2.9516 0.0935 0.2077 -0.4789 -0.1597 -0.3092
```
Forces are in eV/Å.

=====

Computed, not measured: 3 unconnected molecules or ions with the total composition C6H8F2S, with the ωB97M-V functional and the def2-TZVPD basis.

## Properties
2S+1: 1
DFT total energy in eV: -22617.494
Total charge: 0

```
17
Properties=species:S:1:pos:R:3:forces:R:3
C 1.6087 -0.4676 1.9790 2.7083 -0.1469 -0.2759
C 0.5542 -1.2415 2.0199 -1.1752 1.2039 -1.1289
F -0.5351 -0.7100 2.5763 -0.5394 -1.0421 0.1881
F 0.2537 -2.3314 1.2938 0.5191 0.8189 1.1797
H 2.5451 -0.7916 1.4738 -1.0005 0.1288 0.3416
H 1.6919 0.5016 2.5073 -0.5275 -0.9705 -0.2977
C 0.5907 -1.1720 -1.8403 -1.5704 0.9801 1.0666
C -0.3178 -0.4897 -1.3919 1.4669 -0.7702 -1.1375
C -1.5498 0.2311 -1.2592 -0.7991 -1.2442 0.1073
C -2.6744 -0.4637 -1.0485 -0.4675 3.7954 -0.7308
H 1.2804 -1.8986 -2.1890 0.2787 0.0862 0.0182
H -1.6259 1.2697 -1.4659 0.3461 0.7303 -0.3738
H -3.6749 -0.0313 -1.1562 0.5220 0.2389 0.1490
H -2.6734 -1.3812 -0.6555 0.2649 -3.7577 0.9086
S 1.2109 2.8066 0.3149 1.0484 0.4346 -2.2658
H 1.6155 2.2004 -0.8902 -0.5685 0.2203 1.4253
H 1.7002 3.9694 -0.2682 -0.5064 -0.7057 0.8261
```
Forces are in eV/Å.

=====

Computed, not measured: 2 unconnected molecules or ions with the total composition C2H3N2P, with the ωB97M-V functional and the def2-TZVPD basis.

## Properties
2S+1: 1
DFT total energy in eV: -14388.074
Total charge: 0

```
8
Properties=species:S:1:pos:R:3:forces:R:3
C 0.2878 -0.5528 -0.3192 -0.4971 0.0481 -0.3742
C -0.9073 0.0748 -0.6791 -0.2605 0.4088 0.1888
N 0.9099 -0.0069 0.7053 0.8313 -0.3096 0.3647
N 0.2144 1.0030 1.1123 3.0045 2.5813 4.9500
P -1.1977 1.4185 0.3762 -0.8089 -0.2118 -0.8501
H 0.7280 -1.4106 -0.7943 0.0852 -0.1321 -0.0427
H -1.5420 -0.2394 -1.4897 -0.0681 -0.0042 -0.0654
H 0.8759 1.7576 2.3816 -2.2864 -2.3804 -4.1711
```
Forces are in eV/Å.

=====

Computed, not measured: 5 unconnected molecules or ions with the total composition C2H13O4S, with the ωB97M-V functional and the def2-TZVPD basis.

## Properties
2S+1: 2
<S²>: 0.75
DFT total energy in eV: -21308.330
Total charge: 0

```
20
Properties=species:S:1:pos:R:3:forces:R:3
C -1.5041 0.3617 -2.7268 -2.3065 -0.9107 -1.6978
C -0.4665 0.4924 -1.6806 1.0909 -1.1443 1.0647
S -0.2156 -1.0913 -0.6802 -0.5072 0.9096 -0.9351
H -1.8945 -0.6629 -2.7360 0.0142 0.0735 0.1625
H -2.4196 0.9677 -2.6430 0.4831 0.1162 0.6981
H -1.2892 0.4964 -3.7926 1.0297 0.2605 0.3332
H 0.5569 0.6526 -2.0318 -0.2786 0.5087 -0.0965
H -0.7224 1.2089 -0.9040 0.2264 0.2795 0.0260
H 0.4428 -1.5713 1.3611 0.0124 -0.0050 0.2068
H 1.5548 -1.7885 2.3752 -0.7118 0.1486 0.1074
O 0.6076 -1.5436 2.3145 1.0004 -0.3085 0.0692
H -2.2607 -0.5707 1.7639 -0.3038 -0.2595 0.0547
H -1.3603 0.4245 2.4116 -0.3608 -0.0611 0.4736
O -2.1388 -0.1306 2.6105 0.5918 0.4517 -0.5433
H 3.2638 -0.3731 -0.9401 0.7991 0.5169 0.1563
H 1.9756 -0.0301 -0.4777 -0.3260 0.5488 0.5048
O 2.8646 0.3634 -0.4476 -0.4728 -1.1431 -0.6050
H 1.3234 1.1321 1.4166 0.2125 0.5734 0.0812
H 0.7521 0.3621 2.5219 0.0755 0.4932 0.3566
O 0.9302 1.3002 2.2852 -0.2684 -1.0486 -0.4174
```
Forces are in eV/Å.